[1]
31
Properties=species:S:1:pos:R:3:forces:R:3 method="wB97M-V/def2-TZVPD" spin_multiplicity=1 de_lowest_kcal_mol=15.9 smiles="NC(=O)C[C@H](N)C(=O)N1CCC[C@H]1C(=O)O"
H 4.599 0.158 0.166 -0.30 0.25 -1.44
C -2.880 0.041 0.308 0.07 -0.49 0.12
H 4.369 0.762 -1.535 -0.04 -0.39 1.00
C -1.796 -1.425 -1.401 -0.95 -0.44 -0.15
H -3.855 -1.637 -0.812 0.11 -0.02 0.60
H 0.641 -2.154 1.990 -0.19 -0.84 -0.06
H -2.638 -0.034 1.377 -0.15 0.24 -0.25
N -0.828 -0.493 -0.843 0.81 0.42 0.97
H 2.805 0.191 1.697 0.09 -0.02 -0.34
C 0.869 -0.437 1.070 -0.74 1.54 0.14
H -2.716 -2.123 0.489 0.04 -0.35 0.10
H 1.195 -1.059 2.988 -0.06 0.35 0.21
O -0.008 2.440 -0.262 -0.31 -0.60 -0.23
C 2.710 0.293 -0.489 0.25 -0.46 1.64
C 0.114 -1.167 -0.041 -1.06 0.30 -0.84
C -1.172 2.005 0.199 -2.54 -0.14 1.64
O 1.912 0.671 -1.295 -1.49 0.68 -1.36
H -2.052 1.033 -1.389 -0.33 0.19 -0.52
C -2.912 -1.406 -0.292 -0.54 0.35 -1.34
H -1.332 -2.430 -1.634 -0.72 1.41 0.37
C 2.371 -0.334 0.835 -1.07 -0.44 0.29
H -2.255 -0.980 -2.318 0.60 -0.36 0.49
O 0.268 -2.371 -0.198 0.70 0.67 0.40
H 0.501 0.618 1.195 0.15 -1.10 -0.17
H -3.790 0.657 0.194 0.36 -0.54 0.03
N 0.508 -1.197 2.257 0.31 0.16 0.31
H 0.309 1.690 -0.822 0.72 0.59 0.04
N 4.015 0.323 -0.672 2.55 0.42 -0.22
C -1.715 0.677 -0.429 1.19 -0.06 0.30
H 2.750 -1.348 0.813 0.33 -0.33 0.07
O -1.913 2.604 0.987 2.21 -0.98 -1.82

---

[2]
22
Properties=species:S:1:pos:R:3:forces:R:3 method="wB97M-V/def2-TZVPD" spin_multiplicity=1 de_lowest_kcal_mol=57.8 smiles="C=CC(=C)CC.O.O"
O -0.343 -2.394 -0.428 0.99 -0.44 -0.13
H 1.904 2.183 -1.917 0.34 -0.13 0.17
H -1.805 -0.436 -0.818 -0.09 -0.15 0.11
H -0.373 -3.300 -0.102 -0.23 0.34 0.16
C 1.300 0.364 -0.799 1.72 0.56 -1.44
H -2.881 -0.701 -1.802 -0.27 -0.28 -0.04
H -0.964 -1.848 0.057 -0.17 -0.56 0.26
H 0.873 -0.588 -1.117 -0.74 0.21 0.47
H 2.361 0.089 -0.860 0.04 0.09 0.44
H 2.953 0.592 1.196 0.01 -0.38 0.01
H -2.287 0.613 1.846 -0.03 -0.09 0.27
C -1.231 0.380 1.888 0.22 0.19 -0.07
C 1.925 0.616 1.541 0.39 0.09 -0.13
H 1.810 0.465 2.605 -0.42 0.65 0.13
H -0.863 -0.196 2.727 0.07 -0.19 -0.13
C 1.131 1.419 -1.905 -0.87 0.44 0.60
O -2.482 -1.099 -1.021 -0.29 1.01 -0.31
H -1.031 1.523 0.233 0.20 -0.11 -0.29
H 1.076 0.985 -2.901 -0.09 -0.08 0.01
C 0.972 0.752 0.620 -0.32 -1.45 0.33
H 0.220 1.989 -1.694 -0.19 -0.07 -0.43
C -0.472 0.883 0.917 -0.27 0.39 0.00